*1*
The molecule C4H9NOS. Source: OMol25; level of theory: ωB97M-V with the def2-TZVPD basis set.

Frontier orbital gap, eV: 10.07
Structure (SMILES): C[C@H](CS)NC=O

CARTESIAN COORDINATES (ANGSTROEM)
C: 0.30014 1.09638 1.31107
C: -0.27257 0.32580 0.11677
C: -0.96348 -0.94747 0.62121
S: 0.11831 -2.33150 1.12108
N: 0.58506 -0.03039 -0.99172
C: 0.65229 0.81504 -2.09021
O: 0.04803 1.85891 -2.12934
H: 0.43470 2.13896 1.00916
H: 1.24705 0.73787 1.70101
H: -0.39246 1.04412 2.14813
H: -1.08543 0.86267 -0.36540
H: -1.56574 -0.80949 1.51983
H: -1.66937 -1.37284 -0.09154
H: 0.14083 -3.02437 -0.04011
H: 1.21001 -0.80337 -0.87967
H: 1.21262 0.43968 -2.96027

=====

*2*
The molecule C4H9NOS. Source: OMol25; level of theory: ωB97M-V with the def2-TZVPD basis set.

Frontier orbital gap, eV: 9.59

CARTESIAN COORDINATES (ANGSTROEM)
C: 1.14203 0.82927 -0.56710
C: 0.52191 0.54877 1.93432
C: 0.04039 -0.50303 -0.05592
C: -0.93725 -0.84417 -1.13844
N: -0.56536 0.07406 1.09889
O: 3.09575 1.17544 1.31099
S: 1.73694 1.66043 0.96258
H: 1.88675 0.44807 -1.12429
H: 0.32343 1.32785 -1.10118
H: 0.00390 1.11467 2.73348
H: 1.13807 -0.25181 2.34364
H: 0.73619 -1.19228 0.31202
H: -1.55151 0.07902 -1.30144
H: -1.65045 -1.63796 -0.97035
H: -0.38893 -0.87817 -1.98281
H: -1.22295 0.82103 0.86754

=====

*3*
A cluster of 2 separate species, C4H9NOS in total. Source: OMol25; level of theory: ωB97M-V with the def2-TZVPD basis set.

Frontier orbital gap (alpha / beta), eV: 7.57 / 7.56
Structure (SMILES): CN=C(C)C.O=S

CARTESIAN COORDINATES (ANGSTROEM)
C: -1.49573 -1.27194 0.58156
N: -1.27075 -0.14378 -0.24139
C: -0.10023 0.37257 -0.19345
C: 0.25798 1.59882 -0.93702
C: 1.13130 -0.17868 0.53789
H: -0.98594 -1.33540 1.59918
H: -2.59050 -1.51436 0.63762
H: -1.18849 -2.29247 0.07739
H: -0.64712 2.25832 -1.00237
H: 0.41431 1.43333 -1.97514
H: 1.07093 2.04441 -0.57035
H: 1.90292 0.34091 0.17015
H: 1.24522 -1.24373 0.23344
H: 1.03661 -0.06235 1.67536
O: 2.55684 3.56733 -2.22338
S: 2.70023 2.59111 -3.32545

=====

The structure with the greatest stability is *1*.

=====

*1*
The molecule C9H11NO3. Source: OMol25; level of theory: ωB97M-V with the def2-TZVPD basis set.

Frontier orbital gap, eV: 9.22
Structure (SMILES): N[C@@H](Cc1ccc(O)cc1)C(=O)O

CARTESIAN COORDINATES (ANGSTROEM)
N: 3.44216 -0.91544 -0.32578
C: 2.00677 -0.58017 -0.37838
C: 1.17648 -1.19839 0.81842
C: -0.27319 -0.75045 0.44029
C: -1.03028 -0.09879 1.44617
C: -2.36742 0.15492 1.18188
C: -2.86607 0.05077 -0.10472
O: -4.10065 0.60965 -0.35402
C: -2.11956 -0.56295 -1.13755
C: -0.80937 -0.89450 -0.86530
C: 1.92829 0.93026 -0.38480
O: 1.57186 1.75750 -1.18945
O: 2.31864 1.30742 1.00341
H: 3.53085 -1.98653 -0.44952
H: 4.02907 -0.36242 -0.93613
H: 1.64302 -0.89937 -1.34340
H: 1.36147 -2.28287 0.85966
H: 1.43306 -0.71384 1.76340
H: -0.58467 -0.16964 2.38903
H: -2.95449 0.62218 2.05891
H: -4.32908 0.25823 -1.17382
H: -2.44491 -0.65427 -2.12391
H: -0.24089 -1.36469 -1.62956
H: 2.26891 2.26046 1.09022

=====

*2*
A structure of composition C9H11NO3. Source: OMol25; level of theory: ωB97M-V with the def2-TZVPD basis set.

Frontier orbital gap, eV: 8.50

CARTESIAN COORDINATES (ANGSTROEM)
C: -1.46554 2.36636 0.86017
C: -1.54561 1.32809 -0.34809
C: -2.28767 -0.76509 -0.32868
C: -0.75410 -0.82543 -0.24949
C: 0.15504 -1.89104 -0.34080
C: 1.48796 -1.54702 -0.48722
C: 1.97418 -0.23760 -0.42803
C: 1.04370 0.69497 -0.42370
C: -0.26154 0.47626 -0.23958
H: -2.39073 1.21243 2.27329
H: -1.41881 2.54267 2.70064
H: -2.22838 2.96555 0.69006
H: -0.38041 3.20813 0.93989
H: -1.56297 1.88136 -1.61903
H: -2.60471 -1.34357 -1.06055
H: -2.68799 -1.39918 0.44731
H: -0.09321 -2.98274 -0.23526
H: 3.65568 -2.29639 -0.52018
H: 3.46220 0.67195 -0.35399
H: 1.51553 1.83401 -0.42377
N: -1.48097 1.79572 2.17440
O: -2.59016 0.65038 0.03244
O: 2.41642 -2.60604 -0.35664
O: 3.30148 -0.10201 -0.44414

=====

The structure with the greatest stability is *1*.

=====

*1*
A cluster of 2 separate species, C3H6OS in total. Source: OMol25; level of theory: ωB97M-V with the def2-TZVPD basis set.

Frontier orbital gap (alpha / beta), eV: 7.79 / 7.75

CARTESIAN COORDINATES (ANGSTROEM)
C: 0.71397 0.74993 0.07330
C: 1.82535 0.03527 -0.56722
C: -1.27642 -0.71372 0.56665
O: 0.38966 1.90146 -0.09694
S: -2.64012 0.01490 -0.26065
H: 2.09581 -0.82477 0.05472
H: 1.47390 -0.39223 -1.47817
H: 2.60943 0.64586 -0.68323
H: -1.25918 -0.70440 1.69106
H: -0.96472 -1.64411 -0.07864
H: -2.96767 0.93182 0.77913

=====

*2*
The molecule C3H6OS. Source: OMol25; level of theory: ωB97M-V with the def2-TZVPD basis set.

Frontier orbital gap (alpha / beta), eV: 7.08 / 8.73

CARTESIAN COORDINATES (ANGSTROEM)
C: -0.61871 -0.45587 -0.10841
C: 1.98114 -1.10609 -0.50424
C: -1.37155 0.77554 0.16821
O: 0.72652 -0.51772 0.03305
S: 3.36660 -0.94079 0.57389
H: -0.94484 -1.45512 -0.66304
H: 1.94777 -2.14787 -0.80889
H: -1.99554 0.81642 1.12778
H: -2.17867 0.88116 -0.63942
H: -0.73555 1.69671 0.34773
H: 3.53195 0.25634 0.35187

=====

*3*
The molecule C3H6OS. Source: OMol25; level of theory: ωB97M-V with the def2-TZVPD basis set.

Frontier orbital gap, eV: 10.11

CARTESIAN COORDINATES (ANGSTROEM)
C: 0.88945 0.98924 0.05103
C: -0.25067 -0.15489 0.38234
C: -0.22121 -1.49420 -0.37111
O: -1.28704 2.21015 0.70042
S: -0.81740 1.41032 -0.39612
H: 1.29713 1.61156 0.84084
H: 1.51353 0.72234 -0.90075
H: -0.58654 -0.03917 1.38008
H: -0.35526 -2.26160 0.34919
H: 0.79891 -1.44356 -0.91469
H: -0.98091 -1.55019 -1.12124

=====

The structure with the greatest stability is *3*.

=====

*1*
The molecule C5H11N. Source: OMol25; level of theory: ωB97M-V with the def2-TZVPD basis set.

Frontier orbital gap (alpha / beta), eV: 8.01 / 7.93

CARTESIAN COORDINATES (ANGSTROEM)
C: -2.45058 0.56022 0.07876
C: -0.92661 0.67495 0.11971
C: -0.21905 -0.61888 -0.29960
N: 1.24603 -0.50767 -0.10369
C: 1.86951 -0.74663 1.08657
C: 2.07141 0.03936 -1.01750
H: -2.81208 0.32259 -0.92859
H: -2.92625 1.49837 0.38557
H: -2.80705 -0.22466 0.75579
H: -0.59883 1.49195 -0.53663
H: -0.59386 0.92676 1.13344
H: -0.43383 -0.85040 -1.35239
H: -0.58929 -1.45468 0.31275
H: 2.50445 0.06995 1.42827
H: 1.82086 -1.71980 1.59117
H: 1.78319 0.94695 -1.55722
H: 3.06199 -0.40837 -1.09641

=====

*2*
The molecule C5H11N. Source: OMol25; level of theory: ωB97M-V with the def2-TZVPD basis set.

Frontier orbital gap, eV: 10.86
Structure (SMILES): C=NCCCC

CARTESIAN COORDINATES (ANGSTROEM)
C: -1.28368 -2.06112 0.03695
N: -0.83482 -1.04042 -0.54226
C: 0.60412 -0.83916 -0.46316
C: 1.12685 0.58568 -0.69267
C: 0.21354 1.65743 -0.09479
C: 0.03220 1.51268 1.41477
H: -0.59880 -2.68780 0.63136
H: -2.31451 -2.39091 0.00139
H: 0.96296 -1.21460 0.50845
H: 1.07452 -1.51223 -1.18810
H: 1.28534 0.74434 -1.75801
H: 2.08828 0.60737 -0.17600
H: -0.76570 1.63604 -0.56946
H: 0.70587 2.61371 -0.28801
H: -0.51090 2.36120 1.82589
H: -0.55995 0.62014 1.62281
H: 1.00110 1.41480 1.90657

=====

The structure with the greatest stability is *2*.

=====

*1*
The molecule C5H11N. Source: OMol25; level of theory: ωB97M-V with the def2-TZVPD basis set.

Frontier orbital gap, eV: 10.07
Structure (SMILES): CCN1C[C@H]1C

CARTESIAN COORDINATES (ANGSTROEM)
C: -1.91612 1.11628 -0.29844
C: -1.51006 -0.35726 -0.07684
N: -0.08939 -0.53463 -0.35292
C: 0.69397 -1.54893 0.33081
C: 0.97890 -0.10365 0.53009
C: 2.12948 0.51142 -0.20659
H: -3.00513 1.22849 -0.25717
H: -1.48638 1.76616 0.47159
H: -1.56771 1.46198 -1.27547
H: -1.84333 -0.69482 0.92186
H: -1.99205 -0.99013 -0.82901
H: 0.26801 -2.17134 1.12912
H: 1.37897 -2.05009 -0.33445
H: 0.70491 0.35488 1.49029
H: 3.03385 0.54249 0.40480
H: 1.84857 1.51648 -0.52214
H: 2.37349 -0.04734 -1.12551

=====

*2*
A cluster of 2 separate species, C5H11N in total. Source: OMol25; level of theory: ωB97M-V with the def2-TZVPD basis set.

Frontier orbital gap, eV: 9.69
Structure (SMILES): C=CC.C=NC

CARTESIAN COORDINATES (ANGSTROEM)
C: -2.07060 0.51355 0.18936
C: -2.19001 -0.76534 0.51231
C: -1.00958 -1.64734 0.91664
H: -2.82137 1.31696 0.22049
H: -1.14350 0.86354 -0.25776
H: -3.15605 -1.18312 0.80545
H: -0.31349 -1.84635 0.09615
H: -1.38975 -2.64370 1.19152
H: -0.55099 -1.26077 1.82377
C: 2.00078 0.42446 0.51557
N: 1.17775 1.05788 -0.22959
C: 1.61982 1.18317 -1.61714
H: 2.20898 0.82530 1.50808
H: 2.42078 -0.54660 0.19057
H: 1.95699 0.22224 -2.03282
H: 0.80591 1.60523 -2.19146
H: 2.45435 1.88089 -1.64114

=====

*3*
The molecule C5H11N. Source: OMol25; level of theory: ωB97M-V with the def2-TZVPD basis set.

Frontier orbital gap, eV: 10.10
Structure (SMILES): C/C=C/CCN

CARTESIAN COORDINATES (ANGSTROEM)
C: -0.60961 1.07468 2.61974
C: -0.39038 1.21822 1.14626
C: 0.07060 0.25581 0.35801
C: 0.39249 0.42106 -1.09243
C: 0.14903 -0.82186 -1.93561
N: 0.77286 -2.00528 -1.33368
H: -0.26220 0.13098 3.04198
H: -1.66927 1.13829 2.90034
H: -0.13232 1.91445 3.12397
H: -0.69300 2.16923 0.72180
H: 0.33063 -0.69928 0.80904
H: -0.22570 1.23397 -1.50149
H: 1.43678 0.72562 -1.24688
H: 0.59360 -0.69343 -2.92173
H: -0.93887 -0.95126 -2.05325
H: 0.19091 -2.40293 -0.61144
H: 0.98445 -2.70825 -2.02464

=====

The structure with the greatest stability is *3*.

=====

*1*
The molecule C5H11N. Source: OMol25; level of theory: ωB97M-V with the def2-TZVPD basis set.

Frontier orbital gap, eV: 9.99
Structure (SMILES): CN1CC1(C)C

CARTESIAN COORDINATES (ANGSTROEM)
C: -1.02478 -1.61605 0.42003
N: -0.24081 -0.56416 1.02636
C: 1.19651 -0.49692 0.83321
C: 0.27228 0.42031 0.09026
C: 0.11676 0.19409 -1.43945
C: -0.00332 1.87376 0.43521
H: -2.08023 -1.35243 0.54158
H: -0.81444 -1.67203 -0.64898
H: -0.83814 -2.59029 0.87595
H: 1.70237 -1.23734 0.20963
H: 1.76334 -0.23291 1.72974
H: 0.84959 0.82947 -1.93718
H: -0.88477 0.50247 -1.77351
H: 0.26988 -0.80709 -1.86939
H: 0.79362 2.52925 0.06951
H: -0.93324 2.16709 -0.06886
H: -0.14462 2.05278 1.50589

=====

*2*
The molecule C5H11N. Source: OMol25; level of theory: ωB97M-V with the def2-TZVPD basis set.

Frontier orbital gap, eV: 8.36

CARTESIAN COORDINATES (ANGSTROEM)
C: -1.88498 1.01449 -0.34446
C: -1.42036 -0.41321 -0.05921
N: -0.01785 -0.69664 -0.36639
C: 0.91598 -1.70513 0.50629
C: 1.06292 -0.23137 0.52165
C: 2.24174 0.48254 -0.09662
H: -2.94083 1.11979 -0.06501
H: -1.31518 1.74474 0.24004
H: -1.79120 1.27144 -1.40389
H: -1.54660 -0.64088 1.00540
H: -2.02481 -1.13269 -0.61996
H: 0.23155 -1.99956 1.31646
H: 0.22728 -1.12655 -1.24039
H: 0.60129 0.35011 1.32859
H: 3.06774 0.48745 0.62327
H: 2.00639 1.52213 -0.35600
H: 2.58692 -0.04667 -0.98976

=====

*3*
The molecule C5H11N. Source: OMol25; level of theory: ωB97M-V with the def2-TZVPD basis set.

Frontier orbital gap, eV: 9.28

CARTESIAN COORDINATES (ANGSTROEM)
C: -0.90262 -0.54990 2.26646
C: -0.70597 -1.26480 0.90442
C: -0.37395 0.03345 0.24129
C: 1.02284 0.04912 -0.26706
N: 0.43222 0.01477 -1.63476
C: 0.53158 1.36576 -2.19847
H: -0.04766 0.10818 2.47307
H: -1.78511 0.08990 2.20449
H: -0.99493 -1.25753 3.09240
H: 0.09841 -2.01746 0.95856
H: -1.63536 -1.76384 0.60950
H: -0.60257 -0.07221 -1.43788
H: 1.66307 -0.82600 -0.08713
H: 1.58341 0.97253 -0.09463
H: 0.07408 1.39163 -3.19155
H: 1.59236 1.61561 -2.29197
H: 0.05018 2.11079 -1.54676

=====

*4*
The molecule C5H11N. Source: OMol25; level of theory: ωB97M-V with the def2-TZVPD basis set.

Frontier orbital gap, eV: 9.53
Structure (SMILES): C=C(C)CCN

CARTESIAN COORDINATES (ANGSTROEM)
C: -0.78313 -0.95862 -1.40906
C: -0.76377 0.06543 -0.53415
C: -1.95498 0.32379 0.33992
C: 0.42891 0.96085 -0.37111
C: 1.30259 0.52494 0.83546
N: 1.67913 -0.87900 0.74954
H: -1.74872 -1.19955 -1.85201
H: 0.02980 -1.65557 -1.55898
H: -2.12895 1.40013 0.46396
H: -2.90662 -0.04886 -0.02574
H: -1.70312 -0.06206 1.32849
H: 1.13135 1.02145 -1.19363
H: 0.04442 1.93311 -0.05727
H: 0.75000 0.68245 1.77062
H: 2.24431 1.07005 0.80523
H: 0.91552 -1.52732 0.63754
H: 2.33234 -1.20610 1.44082

=====

The structure with the greatest stability is *1*.

=====

*1*
A structure of composition C5H11N. Source: OMol25; level of theory: ωB97M-V with the def2-TZVPD basis set.

Frontier orbital gap, eV: 5.18

CARTESIAN COORDINATES (ANGSTROEM)
C: 0.09488 -0.96143 -1.91739
N: 1.11412 -0.61761 -0.90003
C: 0.56078 0.35075 0.10366
C: -0.15030 -0.57943 1.10782
C: -1.08882 -0.07319 1.99560
C: -0.08973 1.62068 -0.20118
H: -0.61582 -0.14934 -2.03658
H: -0.45490 -1.83775 -1.59010
H: 0.57622 -1.18892 -2.86261
H: 1.80575 -0.08789 -1.41077
H: 0.27791 -1.57429 1.15424
H: -1.44742 -0.78614 2.70877
H: -1.62521 0.82195 1.70615
H: 0.01737 0.14054 2.34573
H: 0.47070 2.51579 -0.00545
H: -0.86991 1.79199 -0.94029
H: 1.42438 0.61431 0.74243

=====

*2*
The molecule C5H11N. Source: OMol25; level of theory: ωB97M-V with the def2-TZVPD basis set.

Frontier orbital gap, eV: 10.30
Structure (SMILES): CC(C)N1CC1

CARTESIAN COORDINATES (ANGSTROEM)
C: 0.82213 0.91721 1.50627
C: 0.54207 0.06654 0.26984
C: 1.23557 0.65974 -0.95168
N: -0.91291 0.01709 0.07810
C: -1.44518 -0.64388 -1.09559
C: -1.57251 -1.26379 0.24417
H: 0.45429 1.93482 1.33340
H: 0.31097 0.51823 2.38804
H: 1.89663 0.96570 1.71726
H: 0.93575 -0.95219 0.43788
H: 0.82837 1.65238 -1.17204
H: 1.10569 0.03201 -1.83871
H: 2.31025 0.75978 -0.76699
H: -0.75616 -1.11488 -1.79591
H: -2.29335 -0.14490 -1.55948
H: -2.52038 -1.26865 0.77709
H: -0.94123 -2.13522 0.42835

=====

The structure with the greatest stability is *2*.

=====

*1*
A cluster of 2 separate species, C5H11N in total. Source: OMol25; level of theory: ωB97M-V with the def2-TZVPD basis set.

Frontier orbital gap, eV: 9.60
Structure (SMILES): C=CC.C=CN

CARTESIAN COORDINATES (ANGSTROEM)
C: -0.09472 1.75143 2.20605
C: -1.33243 2.10708 1.89526
C: -2.14404 1.56766 0.76173
H: 0.39665 2.17371 3.06596
H: 0.45058 1.04169 1.59369
H: -1.81407 2.85594 2.53011
H: -1.78006 0.58432 0.47724
H: -3.17970 1.46737 1.07297
H: -2.11123 2.18121 -0.14008
C: 0.69734 -0.93850 -2.32862
C: 1.19841 -1.48921 -1.22591
N: 1.63920 -2.82081 -1.12945
H: 0.36858 0.08283 -2.38370
H: 0.62577 -1.55627 -3.22390
H: 1.20706 -0.94100 -0.28990
H: 2.07467 -3.12244 -1.99356
H: 2.30698 -2.94045 -0.38114

=====

*2*
The molecule C5H11N. Source: OMol25; level of theory: ωB97M-V with the def2-TZVPD basis set.

Frontier orbital gap, eV: 9.90
Structure (SMILES): CN(C)C1CC1

CARTESIAN COORDINATES (ANGSTROEM)
C: 1.38387 1.19410 -0.05867
N: 0.56846 -0.00567 -0.28151
C: 1.34836 -1.21551 -0.03265
C: -0.64755 -0.00412 0.44016
C: -1.80347 -0.73925 -0.19789
C: -1.76341 0.75409 -0.15738
H: 0.81718 2.10574 -0.38070
H: 1.80707 1.33859 1.00353
H: 2.27747 1.09421 -0.68605
H: 2.29532 -1.23625 -0.63603
H: 0.75593 -2.10622 -0.34789
H: 1.59999 -1.35819 1.02577
H: -0.60424 -0.04272 1.51417
H: -2.52013 -1.19284 0.43770
H: -1.60123 -1.20600 -1.16016
H: -1.48934 1.36034 -1.01478
H: -2.42428 1.25971 0.53239

=====

The structure with the greatest stability is *2*.